The molecule C3H9NOS in a non-equilibrium geometry. Source: the OMol25 dataset; level of theory: ωB97M-V/def2-TZVPD.

The geometry in XYZ format:
```
15
C3H9NOS (ωB97M-V/def2-TZVPD)
O 1.54547 -0.17450 -2.52730
C 1.03928 -0.75986 -1.35194
N 0.63253 0.22646 -0.35376
C -0.74335 0.04714 0.10141
C -1.09958 0.91447 1.31584
S -1.05442 -0.00785 2.90044
H 1.91306 0.70919 -2.42812
H 1.89190 -1.30098 -0.95606
H 0.09976 -1.23489 -1.71793
H 1.20564 0.22683 0.48372
H -1.08472 -0.98322 0.27938
H -1.39359 0.41754 -0.71325
H -2.14125 1.22754 1.30091
H -0.43146 1.76653 1.27801
H -0.37928 -1.07442 2.38864
```

Its net charge is 0. As for the SMILES: OCNCCS. As for the gap between HOMO and LUMO: 9.96 eV. The LUMO energy is 0.85 eV. The relative energy (zero: lowest compared OMol25 entry of this formula, charge and spin) is 33.5 kcal/mol. The value obtained for the HOMO energy is -9.110 eV.

---

C18H33AuO4P as an isolated structure. Source: the OMol25 dataset; level of theory: ωB97M-V/def2-TZVPD.

The geometry in XYZ format:
```
57
C18H33AuO4P (ωB97M-V/def2-TZVPD)
Au 0.44154 -0.27387 0.63589
C 1.47233 0.19904 3.36673
C 2.43074 -0.37571 2.58990
C 2.49198 0.33233 1.23401
C 1.59089 1.40780 1.29629
C 0.87947 1.26414 2.58680
C -0.23357 2.09294 3.05376
C 1.60709 2.62372 0.41758
C 3.64807 0.21028 0.27830
C 3.29074 -1.53301 2.91103
C 0.97872 -0.21450 4.72035
H -0.07939 2.35324 4.10378
H -1.15220 1.49121 3.01748
H -0.38183 2.98933 2.45720
H 2.48461 3.23280 0.65314
H 0.72156 3.23917 0.56005
H 1.66142 2.35316 -0.63500
H 4.00558 1.19682 -0.01913
H 3.38136 -0.32986 -0.62832
H 4.47912 -0.32173 0.73997
H 4.33330 -1.20536 2.97871
H 3.25433 -2.27777 2.11085
H 3.01828 -2.00499 3.84965
H -0.08458 -0.46033 4.68979
H 1.10820 0.58570 5.45103
H 1.50738 -1.08684 5.09228
C -2.83266 1.65671 -3.11797
C -2.79009 1.28698 -1.64731
C -4.18023 0.94580 -1.13163
C -2.14272 2.38442 -0.81731
O -1.88988 0.12436 -1.58457
P -1.99509 -1.06323 -0.52810
O -3.14454 -1.94039 -0.68776
O -1.63561 -0.48722 0.86762
O -0.52271 -1.75741 -0.82177
C -0.01191 -2.30552 -2.10700
C 0.82893 -3.49625 -1.69365
C -1.16940 -2.72758 -2.99587
C 0.82293 -1.21226 -2.74793
H -3.43741 2.55335 -3.26275
H -3.27115 0.84481 -3.69967
H -1.82596 1.85113 -3.49322
H -4.81837 1.82348 -1.24064
H -4.16496 0.66634 -0.07611
H -4.61620 0.12047 -1.69289
H -2.75124 3.28978 -0.84904
H -1.15144 2.61938 -1.21423
H -2.05396 2.06281 0.22379
H 0.21708 -4.23314 -1.17310
H 1.64337 -3.18449 -1.03365
H 1.26592 -3.96558 -2.57616
H -1.80316 -3.46219 -2.50104
H -0.74974 -3.17026 -3.90001
H -1.78822 -1.87832 -3.28433
H 1.63708 -0.91288 -2.07831
H 0.20818 -0.34078 -2.97423
H 1.26800 -1.58001 -3.67329
```

Its net charge is +1. As for the gap between HOMO and LUMO: 6.61 eV. The LUMO energy is -5.96 eV. The value obtained for the HOMO energy is -12.575 eV.

---

C19H27NO5Tm as an isolated structure in a non-equilibrium geometry. Source: the OMol25 dataset; level of theory: ωB97M-V/def2-TZVPD.

The geometry in XYZ format:
```
53
C19H27NO5Tm (ωB97M-V/def2-TZVPD)
C 3.03395 3.56844 0.86486
C 2.52458 2.79265 -0.34653
C 1.42430 1.79750 0.00178
C 0.88996 1.11561 -1.26592
C 0.16203 -0.21305 -1.11356
O -1.19680 -0.10301 -0.93191
C -1.67434 0.91924 -0.04151
C -3.14991 0.69263 0.32442
C -3.63986 -0.72262 0.04741
C -3.37702 1.18528 1.75975
C -2.82293 0.25825 2.84344
C -4.85934 1.46306 2.00232
C 0.36485 -1.12932 -2.34330
O -0.36892 -2.08918 -2.59869
O 1.44759 -0.95903 -3.02650
N 0.74342 -1.11075 -0.00007
C -0.24910 -1.89121 0.66105
O -0.37234 -1.80703 1.88080
O -0.98374 -2.71478 0.07448
C 1.89789 -1.85524 -0.41797
C 3.09206 -1.18006 -0.68991
C 4.17338 -1.84749 -1.25233
C 4.09889 -3.21297 -1.55286
C 2.92156 -3.90605 -1.24560
C 1.83127 -3.23566 -0.67442
H 2.46241 4.47903 1.01800
H 4.06550 3.87606 0.71299
H 3.00039 2.95683 1.76237
H 3.35565 2.25241 -0.80992
H 2.15917 3.47729 -1.11159
H 1.80839 1.06227 0.70415
H 0.61526 2.35997 0.46267
H 0.21323 1.80503 -1.76546
H 1.71893 0.97772 -1.95290
H -1.06917 0.91960 0.86524
H -1.57491 1.88819 -0.52788
H -3.73461 1.35177 -0.31928
H -4.72053 -0.76020 0.15538
H -3.41591 -1.00122 -0.97763
H -3.18598 -1.46748 0.69229
H -2.85586 2.14108 1.87250
H -3.03348 -0.78771 2.64405
H -1.74780 0.36881 2.97082
H -3.27967 0.50393 3.79903
H -5.27754 2.13143 1.25538
H -4.98745 1.90005 2.98972
H -5.42029 0.52950 2.01123
H 3.18150 -0.12319 -0.50607
H 5.08361 -1.30265 -1.44929
H 4.95561 -3.73011 -1.95856
H 2.85015 -4.97237 -1.41571
H 0.93039 -3.79497 -0.47882
Tm 1.99156 -2.85632 -3.60191
```

Its net charge is +1. As for the gap between HOMO and LUMO (alpha / beta): 7.84 / 6.00 eV. The LUMO energy (alpha / beta) is -4.58 / -5.59 eV. The spin multiplicity is 3. The value obtained for the HOMO energy (alpha / beta) is -12.429 / -11.585 eV.

---

The molecule C20H19N3O3S2 in a non-equilibrium geometry. Source: the OMol25 dataset; level of theory: ωB97M-V/def2-TZVPD.

The geometry in XYZ format:
```
47
C20H19N3O3S2 (ωB97M-V/def2-TZVPD)
C -5.29754 2.34609 0.20988
S -5.20834 0.72905 -0.59245
O -4.68512 0.90151 -1.91148
O -6.46448 0.06366 -0.42243
N -4.08933 -0.05079 0.37219
C -4.52456 -1.08625 1.30567
C -3.32569 -2.03802 1.48132
C -2.24771 -1.38924 0.65834
C -0.93692 -1.75844 0.48167
C -0.12010 -0.98509 -0.35098
C 1.28277 -1.31693 -0.55086
C 1.87935 -2.52627 -0.33496
S 3.56790 -2.45805 -0.66372
C 3.34442 -0.75380 -1.08255
N 4.43215 -0.00304 -1.42635
C 4.62844 1.35766 -1.28629
O 5.67288 1.83787 -1.65523
C 3.50714 2.13923 -0.64822
C 3.13780 1.60427 0.71175
C 1.81243 1.58712 1.12673
C 1.46746 1.05454 2.35516
C 2.44535 0.54126 3.19024
C 3.77153 0.57821 2.79577
C 4.11580 1.10825 1.56452
N 2.13602 -0.34518 -0.99040
C -0.65203 0.13760 -0.98357
C -1.97162 0.51818 -0.80625
C -2.76425 -0.25778 0.01958
H -5.67647 2.19766 1.21180
H -5.97132 2.96875 -0.36464
H -4.30201 2.76879 0.22212
H -4.80409 -0.61083 2.25148
H -5.40769 -1.58015 0.89756
H -3.54547 -3.04097 1.11134
H -3.03292 -2.12308 2.52836
H -0.54028 -2.62477 0.98794
H 1.43644 -3.45078 -0.02858
H 5.24969 -0.51022 -1.74556
H 3.84217 3.17712 -0.56990
H 2.63507 2.09716 -1.30201
H 1.04291 1.97286 0.47579
H 0.42980 1.03042 2.65490
H 2.17604 0.11588 4.14574
H 4.54120 0.18766 3.44530
H 5.15319 1.13250 1.26075
H -0.00850 0.71162 -1.63110
H -2.37893 1.37187 -1.32131
```

Its net charge is 0. As for the SMILES: CS(=O)(=O)N1CCc2cc(-c3csc(NC(=O)Cc4ccccc4)n3)ccc21. As for the gap between HOMO and LUMO: 8.33 eV. The LUMO energy is 0.47 eV. The relative energy (zero: lowest compared OMol25 entry of this formula, charge and spin) is 0.0 kcal/mol. The value obtained for the HOMO energy is -7.859 eV.

---

C4H10N4 as an isolated structure in a non-equilibrium geometry. Source: the OMol25 dataset; level of theory: ωB97M-V/def2-TZVPD.

The geometry in XYZ format:
```
18
C4H10N4 (ωB97M-V/def2-TZVPD)
C 1.25648 0.78855 1.36002
C 1.59447 -0.60396 -0.63891
C -1.28190 1.01939 -1.08785
C -1.43169 -1.00868 0.40418
H 0.35821 0.33366 2.14037
H 2.43830 0.42259 1.51973
H 1.11064 2.04051 1.31888
H 1.10614 -1.24196 -1.48556
H 3.27694 -1.62624 -0.85477
H -0.30585 1.90240 -0.94776
H -2.42779 1.45412 -0.49816
H -1.58037 0.36704 -2.32385
H -1.07195 -2.02378 0.69714
H -3.19491 -0.09172 0.23495
N 0.73095 0.12774 0.06272
N 2.77029 -0.81898 -0.25743
N -0.62514 -0.02219 -0.18458
N -2.72282 -1.01851 0.54088
```

Its net charge is 0. As for the gap between HOMO and LUMO: 9.60 eV. The LUMO energy is 0.49 eV. The relative energy (zero: lowest compared OMol25 entry of this formula, charge and spin) is 162.4 kcal/mol. The value obtained for the HOMO energy is -9.110 eV.